[1]
# C18H18F5O2TeTi

A structure of composition C18H18F5O2TeTi in a non-equilibrium geometry (the ωB97M-V functional and the def2-TZVPD basis, OMol25).

- energy above the lowest of the compared OMol25 structures with the same formula, charge and spin (kcal per mole) = 0.0
- electronic energy (eV) = -67048.960
- multiplicity = 2
- HOMO energy (spin up / spin down) (eV) = -8.7 / -8.6
- frontier orbital gap (spin up / spin down) (eV) = 8.18 / 6.01
- <S²> = 0.758

Element x y z (Å)
C1 -0.8186 2.7323 2.5168
C2 0.5785 2.5566 2.3146
C3 0.7760 1.8593 1.0790
H1 1.3749 2.9556 2.9328
C4 -0.5156 1.6374 0.5134
C5 -1.5089 2.1505 1.4076
H2 -2.5869 2.1408 1.2532
H3 -1.2844 3.2801 3.3310
H4 1.7354 1.6564 0.6104
H5 -0.7124 1.2422 -0.4717
C6 0.0926 -1.8067 1.7996
C7 -0.6816 -1.9060 2.9975
C8 -1.9814 -1.3678 2.7452
H6 -0.3661 -2.4039 3.9091
C9 -2.0161 -0.9295 1.3849
C10 -0.7598 -1.2523 0.7979
H7 -0.5271 -1.2185 -0.2535
H8 1.1061 -2.1820 1.6510
H9 -2.8102 -1.3520 3.4529
H10 -2.8666 -0.4808 0.8743
Ti1 -0.3723 0.3819 2.5217
O1 0.3005 -0.1310 -1.7321
C11 1.6828 0.0699 -1.9807
C12 0.6869 0.4756 -3.0682
H11 2.1507 0.8698 -1.4112
H12 2.2554 -0.8334 -2.1871
H13 0.4668 1.5547 -3.1582
H14 -0.0800 1.3003 -5.5497
C13 0.1305 0.2366 -5.5133
C14 0.4921 -0.3458 -4.2685
C15 0.6712 -1.7431 -4.1945
H15 0.8590 -2.2009 -3.2197
C16 0.5920 -2.5220 -5.3425
H16 0.7770 -3.5882 -5.2602
C17 0.3096 -1.9389 -6.5871
H17 0.2999 -2.5642 -7.4894
C18 0.0577 -0.5545 -6.6614
H18 -0.1645 -0.1011 -7.6349
F1 0.7335 2.5085 5.2692
Te1 0.4759 0.5997 5.5678
F2 0.1006 -1.3538 5.7777
F3 2.2349 0.4735 6.2573
F4 -0.5272 1.0518 7.2467
F5 -1.4621 0.7727 4.0460
O2 1.1011 0.2704 3.7265

[2]
# C18H18F6N8O2RhS2Sb

A structure of composition C18H18F6N8O2RhS2Sb in a non-equilibrium geometry (the ωB97M-V functional and the def2-TZVPD basis, OMol25).

- energy above the lowest of the compared OMol25 structures with the same formula, charge and spin (kcal per mole) = 45.2
- electronic energy (eV) = -82489.981
- total charge = +1
- multiplicity = 2
- HOMO energy (spin up / spin down) (eV) = -11.1 / -11.1
- frontier orbital gap (spin up / spin down) (eV) = 5.39 / 5.39
- <S²> = 0.757

Element x y z (Å)
Rh1 -1.1767 0.5717 -0.5271
C1 -4.8741 -1.7148 -1.0699
C2 -3.7221 -0.7862 -1.1865
N1 -2.6163 -0.9755 -0.5926
N2 -2.4287 -2.0637 0.1928
C3 -1.1926 -2.2721 0.4656
N3 -0.8059 -3.2150 1.2957
S1 0.0706 -1.4079 -0.4534
C4 -3.7568 0.4324 -1.9799
C5 -4.8910 0.9560 -2.5462
C6 -4.8111 2.1796 -3.1986
C7 -3.5885 2.8119 -3.3076
C8 -2.4874 2.2119 -2.7392
N4 -2.5777 1.0457 -2.0818
H1 -4.5628 -2.6494 -0.6175
H2 -5.3113 -1.9105 -2.0509
H3 -5.6386 -1.2582 -0.4315
H4 -1.5173 -3.6828 1.8391
H5 0.1505 -3.2028 1.6432
H6 -5.8340 0.4301 -2.4477
H7 -5.7054 2.6387 -3.6054
H8 -3.4831 3.7617 -3.8144
H9 -1.5089 2.6560 -2.8108
N5 7.2095 -2.4597 -0.7281
C9 6.0095 -2.2433 -0.0876
C10 4.8478 -2.9106 -0.5055
C11 3.6493 -2.7060 0.1455
C12 3.5930 -1.8269 1.2290
C13 4.7373 -1.1578 1.6541
C14 5.9318 -1.3640 0.9969
S2 2.0986 -1.6155 2.0731
O1 1.3187 -2.8214 1.8873
O2 2.3113 -1.1277 3.3925
N6 1.1683 -0.5118 1.2204
C15 1.4283 0.8185 1.0117
N7 0.5405 1.4931 0.2290
C16 0.6867 2.8355 0.0796
C17 1.6941 3.5177 0.6691
C18 2.6128 2.7428 1.3783
N8 2.5065 1.4239 1.5127
H10 7.2824 -3.1248 -1.4668
H11 8.0470 -2.0235 -0.4112
H12 4.9088 -3.6075 -1.3397
H13 2.7560 -3.2454 -0.1615
H14 4.6760 -0.4989 2.5140
H15 6.8310 -0.8544 1.3298
H16 -0.0422 3.3405 -0.5335
H17 1.7835 4.5898 0.5718
H18 3.4907 3.1950 1.8333
F1 -2.0130 0.5734 1.6109
Sb1 -2.8937 2.2911 1.7528
F2 -4.1876 1.4558 0.7027
F3 -2.0333 2.6234 0.0140
F4 -3.6655 3.9612 1.6475
F5 -1.3036 2.8739 2.4793
F6 -3.7114 1.8068 3.3232